No. 1
Density functional theory data (ωB97M-V with the def2-TZVPD basis set) for 8 unconnected molecules or ions with the total composition C36H39N8O15 at a distorted geometry.

The geometry in ORCA input format:
```
! RIJCOSX wB97M-V def2-TZVPD def2/J DEFGRID3
* xyz -1 1
N 31.886 38.416 45.077
O 31.236 37.337 44.763
O 32.217 38.557 46.323
O 31.764 39.459 44.379
C 34.362 42.725 46.691
C 35.452 43.524 47.495
C 35.901 42.933 48.859
C 35.017 41.781 49.413
C 34.118 40.959 48.527
C 33.744 41.530 47.158
N 35.213 41.273 50.855
O 36.056 41.747 51.590
O 34.535 40.281 51.120
H 34.116 43.044 45.782
H 35.807 44.472 47.174
H 36.658 43.375 49.569
H 33.716 40.142 48.914
H 32.938 40.844 46.637
C 33.605 34.886 47.797
C 34.270 33.754 48.624
C 33.503 33.168 49.818
C 32.095 33.709 50.126
C 31.560 34.870 49.268
C 32.366 35.368 48.007
N 31.084 33.052 51.028
O 31.548 32.402 51.993
O 29.908 33.144 50.829
H 34.198 35.281 46.904
H 35.333 33.444 48.371
H 33.837 32.463 50.516
H 30.617 35.221 49.391
H 32.007 36.283 47.557
C 29.705 37.504 51.925
C 30.224 38.202 50.675
C 31.579 37.937 50.216
C 32.515 36.956 50.966
C 31.964 36.415 52.316
C 30.538 36.587 52.567
N 34.051 36.779 50.766
O 34.515 35.849 51.622
O 34.632 37.385 49.908
H 28.812 37.574 52.376
H 29.770 38.937 50.278
H 31.804 38.431 49.204
H 32.694 35.848 52.952
H 30.233 36.207 53.719
C 30.571 40.667 41.312
C 29.614 39.410 41.435
C 28.508 39.242 40.579
C 28.406 40.069 39.205
C 29.326 41.260 39.069
C 30.323 41.531 40.156
N 27.690 39.558 38.068
O 26.775 38.605 38.191
O 27.701 40.253 37.082
H 31.249 41.085 42.151
H 29.675 38.996 42.269
H 27.996 38.245 40.627
H 29.106 41.831 38.251
H 31.000 42.420 40.294
C 30.409 32.294 43.704
C 28.968 31.965 44.012
C 28.179 32.619 45.097
C 28.916 33.590 46.001
C 30.315 34.107 45.572
C 30.983 33.353 44.403
N 28.259 34.072 47.267
O 28.643 35.025 47.797
O 27.241 33.418 47.519
H 30.918 31.793 42.949
H 28.484 31.185 43.426
H 27.114 32.248 45.464
H 30.793 34.921 46.065
H 31.944 33.798 44.071
C 36.558 35.923 45.434
O 37.484 35.752 46.293
N 35.666 36.886 45.543
C 34.674 37.100 44.535
C 35.615 37.814 46.705
H 36.525 35.321 44.623
H 33.792 36.911 44.931
H 34.754 36.373 43.604
H 34.293 38.211 44.379
H 34.646 37.629 47.325
H 35.348 38.731 46.415
H 36.422 37.835 47.491
C 28.842 38.752 47.374
O 28.225 38.084 48.217
N 28.476 40.062 46.954
C 29.165 40.789 45.934
C 27.327 40.750 47.653
H 29.724 38.451 47.017
H 28.831 41.717 45.430
H 29.376 40.338 45.057
H 29.971 40.986 46.675
H 27.351 41.725 47.269
H 27.403 41.015 48.695
H 26.203 40.435 47.623
*
```

DFT total energy = -80563.1695 eV
LUMO = 0.00290 Eh
frontier orbital gap = 6.64 eV
energy relative to the best compared isomer or geometry (same formula, charge and spin) = 2.459 eV

Here are the Mulliken charges for atoms 1 to 4, given in e: 0.456, -0.511, -0.186, -0.550

No. 2
Density functional theory data (ωB97M-V with the def2-TZVPD basis set) for 2 unconnected molecules or ions with the total composition C9H9N3O at a distorted geometry.

The geometry in ORCA input format:
```
! RIJCOSX wB97M-V def2-TZVPD def2/J DEFGRID3
* xyz 0 1
C 1.515 0.845 -2.458
C 1.773 -0.506 -2.011
C 0.964 1.777 -1.664
C 1.604 -0.811 -0.723
C 0.704 1.457 -0.313
C -2.547 -0.303 1.196
C -2.458 -0.789 -0.077
C 1.050 0.215 0.240
C -1.107 -1.996 1.113
N -1.603 -1.033 1.895
N 0.532 0.638 2.422
N 1.120 -0.109 1.539
O -1.574 -1.738 -0.149
H 1.686 1.239 -3.446
H 2.192 -1.276 -2.643
H 1.036 2.753 -2.088
H 1.704 -1.851 -0.372
H 0.517 2.200 0.526
H -3.161 0.488 1.737
H -3.070 -0.346 -0.957
H -1.560 -1.073 2.911
H 0.684 0.218 3.324
*
```

DFT total energy = -15991.6667 eV
LUMO = -0.01854 Eh
frontier orbital gap = 8.17 eV
energy relative to the best compared isomer or geometry (same formula, charge and spin) = 4.883 eV

Here are the Mulliken charges for atoms 1 to 4, given in e: -0.154, -0.571, -0.740, -0.234

No. 3
Density functional theory data (ωB97M-V with the def2-TZVPD basis set) for 2 unconnected molecules or ions with the total composition C2H3BrFN at a distorted geometry.

The geometry in ORCA input format:
```
! RIJCOSX wB97M-V def2-TZVPD def2/J DEFGRID3
* xyz 0 1
Br -2.663 0.209 -0.137
C -0.886 -0.137 0.125
N 0.257 0.218 0.495
C 0.066 -1.195 -0.094
H 0.015 -2.003 0.641
H 0.496 -1.151 -1.114
F 1.541 2.382 -0.181
H 1.174 1.678 0.266
*
```

DFT total energy = -76370.4042 eV
LUMO = 0.01574 Eh
frontier orbital gap = 11.22 eV
energy relative to the best compared isomer or geometry (same formula, charge and spin) = 0.546 eV
SMILES = BrC1=NC1.F

Here are the Mulliken charges for atoms 1 to 4, given in e: -0.035, 0.266, -0.537, -0.258

No. 4
Density functional theory data (ωB97M-V with the def2-TZVPD basis set) for C2H7N3O2 in the gas phase at a distorted geometry.

The geometry in ORCA input format:
```
! RIJCOSX wB97M-V def2-TZVPD def2/J DEFGRID3
* xyz 0 1
C 0.453 -1.568 -0.358
N -0.407 -0.640 -1.089
O -1.682 -0.500 -0.473
N -0.042 0.824 -0.897
C 0.476 1.301 0.493
N -0.378 0.912 1.433
O 1.550 1.836 0.546
H 0.450 -1.426 0.727
H 0.049 -2.556 -0.576
H 1.469 -1.499 -0.747
H -1.203 0.854 -0.919
H 0.583 1.153 -1.631
H -1.178 0.260 1.089
H -0.142 1.049 2.402
*
```

DFT total energy = -10749.0831 eV
LUMO = 0.02715 Eh
frontier orbital gap = 9.23 eV
energy relative to the best compared isomer or geometry (same formula, charge and spin) = 4.993 eV
SMILES = CN([O-])[NH2+]C(N)=O

Here are the Mulliken charges for atoms 1 to 4, given in e: -0.665, -0.077, -0.763, -0.205

No. 5
Density functional theory data (ωB97M-V with the def2-TZVPD basis set) for a molecular structure, C22H14Cl5N2O2Pt at a distorted geometry.

The geometry in ORCA input format:
```
! RIJCOSX wB97M-V def2-TZVPD def2/J DEFGRID3
* xyz 1 1
Pt -1.025 -0.414 0.856
O 0.617 -0.255 2.385
C 1.760 -0.795 2.119
C 2.950 -0.146 2.538
C 4.183 -0.702 2.312
C 4.307 -1.926 1.637
C 3.179 -2.590 1.231
C 1.900 -2.061 1.468
C 0.741 -2.827 1.204
N -0.470 -2.402 1.331
C -1.606 -3.285 1.157
C -2.211 -3.043 -0.218
N -2.109 -1.634 -0.558
C -1.996 -1.293 -1.803
C -2.034 0.026 -2.306
C -1.897 0.248 -3.687
C -2.006 1.507 -4.215
C -2.309 2.584 -3.367
C -2.470 2.397 -2.018
C -2.293 1.121 -1.426
O -2.367 0.995 -0.140
H 2.834 0.803 3.044
H 5.074 -0.196 2.657
H 5.286 -2.344 1.452
H 3.269 -3.541 0.719
H 0.904 -3.871 0.932
H -2.334 -3.036 1.929
H -1.322 -4.334 1.259
H -3.267 -3.321 -0.196
H -1.709 -3.662 -0.969
H -1.898 -2.082 -2.551
H -1.706 -0.599 -4.336
H -1.876 1.667 -5.276
H -2.411 3.575 -3.788
H -2.704 3.216 -1.351
Cl 1.446 0.296 -1.011
C 0.958 1.649 -0.052
C -0.096 1.461 0.822
C -0.533 2.492 1.630
Cl -1.796 2.149 2.733
C 0.052 3.750 1.528
Cl -0.521 5.043 2.486
C 1.120 3.938 0.644
Cl 1.865 5.469 0.522
C 1.595 2.879 -0.140
Cl 2.928 3.094 -1.186
*
```

DFT total energy = -95965.7772 eV
LUMO = -0.20458 Eh
frontier orbital gap = 5.72 eV
energy relative to the best compared isomer or geometry (same formula, charge and spin) = 1.750 eV

Here are the Mulliken charges for atoms 1 to 4, given in e: 0.828, -0.815, 0.639, -0.264

No. 6
Density functional theory data (ωB97M-V with the def2-TZVPD basis set) for C2H4N2Se in the gas phase at a distorted geometry.

The geometry in ORCA input format:
```
! RIJCOSX wB97M-V def2-TZVPD def2/J DEFGRID3
* xyz 0 1
C -1.667 1.059 -0.475
C 1.203 -0.880 0.342
N -0.580 0.442 -0.313
N 0.592 0.081 -0.354
Se 2.216 -0.201 2.050
H -2.212 1.891 0.039
H -2.109 0.677 -1.410
H 0.555 -1.876 0.594
H 2.004 -1.193 -0.473
*
```

DFT total energy = -70459.7339 eV
LUMO (alpha / beta) = -0.05428 / -0.05434 Eh
frontier orbital gap (alpha / beta) = 5.70 / 5.70 eV
energy relative to the best compared isomer or geometry (same formula, charge and spin) = 3.761 eV

Here are the Mulliken charges for atoms 1 to 4, given in e: -0.238, -0.503, 0.249, -0.243